(1)
Density functional theory data (ωB97M-V/def2-TZVPD) for C12H20N4O3 as an isolated structure at a distorted geometry.

## Properties
Kohn-Sham gap ... 8.35 eV
E_LUMO ... 0.1 eV
Molar mass ... 268.32 g mol⁻¹
E ... -913.56897 Eh
Energy above the lowest of the compared OMol25 structures with the same formula, charge and spin ... 1333.15 kJ/mol

Atoms and positions in Å:
1 O 0.705 -0.426 2.141
2 O -2.597 -2.172 0.129
3 O -2.701 -2.290 -2.274
4 N 0.253 3.723 3.741
5 N -0.212 -1.258 0.199
6 N -0.311 1.708 -0.436
7 N 1.003 4.067 1.650
8 C -0.833 -1.317 -1.054
9 C -0.096 -3.572 -1.721
10 C 0.767 0.931 0.153
11 C -2.180 -1.971 -1.169
12 C 0.053 -2.114 -3.488
13 C 1.261 2.793 1.910
14 C 0.098 -2.111 -1.962
15 C 0.718 2.540 3.188
16 C 1.782 1.747 1.025
17 C 0.332 -0.293 0.979
18 C 0.516 4.651 2.771
19 C 1.583 -2.461 -4.000
20 H 0.261 5.674 2.719
21 H -0.292 -2.134 0.838
22 H 2.180 -3.536 -3.717
23 H 2.147 -1.399 -3.478
24 H -3.298 -2.882 0.162
25 H 1.014 -1.670 -1.714
26 H 0.512 1.523 3.739
27 H -0.193 -1.055 -3.790
28 H -1.177 -0.409 -1.752
29 H -1.267 -3.767 -1.558
30 H 0.342 3.973 4.850
31 H 0.169 -4.670 -2.520
32 H -0.102 3.094 0.418
33 H 1.565 -2.529 -5.192
34 H 1.937 0.888 1.877
35 H 2.651 2.162 0.420
36 H 1.384 0.166 -0.694
37 H -0.703 -2.858 -3.843
38 H 0.612 -3.949 -0.644
39 H -0.130 1.854 -1.952

Mulliken atomic charge list, values in e, 2 entries: O -0.74; O -0.47

---

(2)
Density functional theory data (ωB97M-V/def2-TZVPD) for a 3-piece molecular cluster, C3H8O4S overall at a distorted geometry.

## Properties
Kohn-Sham gap ... 6.15 eV
E_LUMO ... 6.1 eV
Molar mass ... 140.16 g mol⁻¹
E ... -818.28695 Eh
Energy above the lowest of the compared OMol25 structures with the same formula, charge and spin ... 0.00 kJ/mol
Total charge ... -2

Atoms and positions in Å:
1 S 1.966 1.268 0.682
2 O -3.151 0.377 1.228
3 O -0.947 -2.015 -2.303
4 O -2.317 -0.159 -0.777
5 O 3.832 -1.175 -0.141
6 C -0.763 0.507 0.985
7 C 0.383 0.537 -0.011
8 C -2.218 0.217 0.433
9 H -0.771 1.472 1.501
10 H -0.611 -0.229 1.780
11 H 3.418 -0.339 0.211
12 H -1.207 -1.311 -1.655
13 H 0.063 1.086 -0.896
14 H -0.161 -2.318 -1.874
15 H 0.628 -0.463 -0.365
16 H 3.271 -1.257 -0.894

Mulliken atomic charge list, values in e, 2 entries: S -0.76; O -0.75

---

(3)
Density functional theory data (ωB97M-V/def2-TZVPD) for C44H32N6P2PtSe2 as an isolated structure.

## Properties
Kohn-Sham gap (alpha / beta) ... 4.40 / 5.27 eV
E_LUMO (alpha / beta) ... -0.6 / -2.1 eV
Molar mass ... 1059.73 g mol⁻¹
E ... -7629.37171 Eh
Expectation value of S² ... 2.061
Multiplicity ... 3

Atoms and positions in Å:
1 Pt -1.644 0.586 -2.596
2 Se 0.301 2.157 -2.751
3 Se 3.108 1.444 2.837
4 P 1.680 -0.101 2.760
5 P 1.467 1.491 -1.039
6 N -2.903 1.869 -1.699
7 N -0.437 -0.988 1.432
8 N -3.226 -0.587 -2.583
9 N -1.158 -0.938 0.336
10 N -0.791 -0.978 -3.554
11 N -0.588 -0.140 -0.533
12 C 3.466 -4.318 3.165
13 C -5.028 1.863 -0.527
14 C -6.193 1.152 -0.185
15 C -3.619 3.841 -0.545
16 C -6.415 -0.123 -0.695
17 C -4.268 -0.097 -1.829
18 C -1.337 1.504 4.915
19 C 3.384 4.538 0.887
20 C 1.857 2.943 -0.040
21 C 3.155 3.407 0.118
22 C 3.022 0.734 -1.595
23 C -2.972 -1.848 -3.069
24 C -1.647 -2.039 -3.583
25 C 4.685 0.424 -3.306
26 C 1.532 -2.896 2.984
27 C 4.943 -0.644 -1.168
28 C 3.746 -1.936 3.040
29 C -2.146 -4.365 -4.107
30 C 0.560 0.348 -0.010
31 C 0.442 0.129 4.066
32 C -1.476 0.646 5.998
33 C 0.075 -3.399 -4.600
34 C 0.315 -0.722 5.156
35 C 5.414 -0.386 -2.448
36 C 2.322 5.198 1.484
37 C 0.433 -1.111 -4.033
38 C 2.369 -1.778 2.952
39 C -2.712 3.168 -1.318
40 C 3.746 -0.094 -0.742
41 C -0.377 1.250 3.953
42 C 1.022 4.734 1.320
43 C 2.088 -4.160 3.092
44 C 0.901 -2.306 -4.574
45 C -5.492 -0.740 -1.505
46 C -3.421 -4.170 -3.639
47 C 0.786 3.605 0.556
48 C -0.649 -0.459 6.120
49 C 4.293 -3.207 3.143
50 C -4.061 1.224 -1.345
51 C -3.839 -2.940 -3.132
52 C -1.235 -3.290 -4.098
53 C -4.785 3.193 -0.116
54 C 0.646 -0.196 1.280
55 C 3.492 0.989 -2.881
56 H 6.351 -0.816 -2.778
57 H 2.924 1.632 -3.542
58 H 0.462 -2.769 2.911
59 H -0.756 -1.121 6.970
60 H 1.067 -0.237 -3.982
61 H 0.413 -4.346 -5.003
62 H -1.980 2.371 4.826
63 H -6.923 1.622 0.461
64 H -2.228 0.844 6.751
65 H 1.441 -5.029 3.111
66 H 2.506 6.080 2.084
67 H -5.743 -1.707 -1.898
68 H -1.815 3.653 -1.671
69 H 0.964 -1.581 5.258
70 H 1.909 -2.354 -4.961
71 H -4.859 -2.854 -2.810
72 H -0.247 1.919 3.109
73 H 0.195 5.253 1.787
74 H -7.336 -0.643 -0.463
75 H -3.424 4.871 -0.284
76 H -4.131 -4.987 -3.670
77 H 4.382 -1.058 3.038
78 H -0.224 3.231 0.421
79 H 3.890 -5.311 3.244
80 H 5.367 -3.334 3.203
81 H 3.977 2.877 -0.346
82 H 4.398 4.888 1.031
83 H 5.507 -1.275 -0.493
84 H -5.514 3.701 0.501
85 H 3.384 -0.293 0.257
86 H 5.041 0.616 -4.310
87 H -1.834 -5.324 -4.498

Mulliken atomic charge list, values in e, 2 entries: Pt 0.65; Se -0.53

---

(4)
Density functional theory data (ωB97M-V/def2-TZVPD) for C7H10N2 as an isolated structure at a distorted geometry.

## Properties
Kohn-Sham gap ... 8.80 eV
E_LUMO ... 0.7 eV
Molar mass ... 122.17 g mol⁻¹
E ... -381.93461 Eh
Energy above the lowest of the compared OMol25 structures with the same formula, charge and spin ... 833.72 kJ/mol

Atoms and positions in Å:
1 N 0.377 0.225 -1.613
2 N -0.184 2.312 -0.508
3 C 0.059 0.096 2.088
4 C 0.957 -1.707 0.035
5 C -0.538 0.190 0.597
6 C 0.692 -0.707 1.142
7 C 0.029 0.996 -0.519
8 C 0.809 -1.148 -1.242
9 C -1.921 -0.345 0.235
10 H 0.924 -2.869 -0.060
11 H -0.522 -0.019 3.372
12 H -2.494 0.748 0.206
13 H -2.196 -0.966 -0.614
14 H -2.350 -1.074 0.927
15 H 1.162 -1.755 -2.068
16 H 0.821 1.223 2.214
17 H 0.398 2.537 -1.408
18 H 1.617 -0.372 0.887
19 H 0.769 0.540 -2.617

Mulliken atomic charge list, values in e, 2 entries: N -0.21; N -0.68

---

(5)
Density functional theory data (ωB97M-V/def2-TZVPD) for a 2-piece molecular cluster, C8H14N overall at a distorted geometry.

## Properties
Kohn-Sham gap ... 7.36 eV
E_LUMO ... -4.3 eV
Molar mass ... 124.21 g mol⁻¹
E ... -367.48015 Eh
Energy above the lowest of the compared OMol25 structures with the same formula, charge and spin ... 524.37 kJ/mol
Total charge ... +1

Atoms and positions in Å:
1 N 2.399 0.325 -0.658
2 C 2.952 0.410 0.801
3 C -1.015 -1.497 0.837
4 C -1.024 -0.525 -0.242
5 C -0.015 1.652 0.738
6 C -0.233 0.644 -0.401
7 C -1.472 1.488 0.423
8 C 2.994 -0.742 0.172
9 C -1.726 -1.002 -1.460
10 H -1.937 2.225 -0.206
11 H 3.222 -1.771 0.078
12 H 0.254 1.239 1.667
13 H -1.177 -1.634 -2.086
14 H -2.067 0.821 1.152
15 H -1.158 -2.552 0.480
16 H -1.695 -1.286 1.688
17 H 2.964 1.211 1.582
18 H -1.928 -0.231 -2.131
19 H -2.714 -1.513 -1.341
20 H -0.064 1.013 -1.413
21 H 3.085 0.733 -1.458
22 H 0.321 2.641 0.356
23 H 0.032 -1.647 1.422

Mulliken atomic charge list, values in e, 2 entries: N -0.48; C -0.17

---

(6)
Density functional theory data (ωB97M-V/def2-TZVPD) for a 2-piece molecular cluster, C3H6Cl2N2O overall at a distorted geometry.

## Properties
Kohn-Sham gap (alpha / beta) ... 8.59 / 7.16 eV
E_LUMO (alpha / beta) ... 0.4 / -0.1 eV
Molar mass ... 157.00 g mol⁻¹
E ... -1222.86413 Eh
Energy above the lowest of the compared OMol25 structures with the same formula, charge and spin ... 404.63 kJ/mol

Atoms and positions in Å:
1 Cl 3.678 -0.720 -0.554
2 Cl 2.777 1.828 0.483
3 O 0.663 -2.148 0.678
4 N -0.715 -0.232 0.329
5 N -0.516 0.951 -0.548
6 C 0.253 -1.090 0.332
7 C -2.156 -0.701 0.424
8 C 2.461 0.451 -0.632
9 H 0.114 1.537 -0.030
10 H -1.357 1.479 -0.467
11 H -2.603 -0.087 1.084
12 H -2.107 -1.601 0.896
13 H -2.663 -0.496 -0.447
14 H 2.170 0.829 -1.549

Mulliken atomic charge list, values in e, 2 entries: Cl -0.12; Cl -0.20